(1)
The following is a DFT calculation (ωB97M-V/def2-TZVPD) of a molecular structure, C7H16HgN3O2P.

Computed properties:
HOMO (alpha / beta) ... -0.4345 / -0.4746 hartree

```
! RIJCOSX wB97M-V def2-TZVPD def2/J DEFGRID3
* xyz 1 2
Hg -1.324 0.345 -2.212
C -1.578 4.638 1.081
P -0.899 3.017 0.498
C -0.836 1.925 1.973
C 0.796 3.322 -0.078
O -1.864 2.471 -0.570
H -1.104 5.024 2.037
H -2.664 4.573 1.130
H -1.337 5.375 0.305
H -0.671 2.584 2.897
H -0.096 1.126 1.924
H -1.743 1.406 2.097
H 1.252 4.096 0.589
H 0.697 3.493 -1.117
H 1.269 2.370 0.148
C 1.050 -4.726 -0.335
N 0.935 -3.306 -0.691
C 2.017 -2.355 -0.698
C 1.229 -1.068 -1.061
O 1.712 0.013 -1.387
N -0.068 -1.393 -1.081
C -0.211 -2.703 -0.931
N -1.393 -3.279 -1.021
H 1.517 -4.788 0.692
H 1.673 -5.264 -1.083
H 0.118 -5.252 -0.274
H 2.839 -2.487 -1.400
H 2.500 -2.228 0.314
H -2.208 -2.679 -0.974
H -1.609 -4.250 -0.775
*
```

(2)
The following is a DFT calculation (ωB97M-V/def2-TZVPD) of 2 unconnected molecules or ions with the total composition C7H16INSi.

Computed properties:
HOMO ... -0.3319 hartree
SMILES ... C=N[SiH2]CC1CCCC1.I

```
! RIJCOSX wB97M-V def2-TZVPD def2/J DEFGRID3
* xyz 0 1
C -3.074 2.288 0.531
N -2.047 1.649 0.780
Si -0.489 1.746 -0.166
C -0.492 -0.114 -0.858
C 0.768 -0.949 -0.705
C 2.076 -0.154 -0.888
C 3.194 -0.931 -0.160
C 2.446 -1.655 0.998
C 0.943 -1.351 0.779
H -3.057 3.082 -0.327
H -3.846 2.081 1.220
H 0.611 2.367 0.569
H -0.889 2.683 -1.373
H -1.337 -0.605 -0.142
H -0.777 0.024 -1.817
H 0.567 -1.676 -1.476
H 2.032 0.714 -0.379
H 2.186 0.036 -1.872
H 3.858 -0.141 0.051
H 3.563 -1.669 -0.915
H 2.556 -2.681 0.991
H 2.877 -1.259 1.857
H 0.377 -2.091 1.195
H 0.539 -0.375 1.357
I -6.867 -0.637 -0.131
H -5.719 -0.383 0.882
*
```

(3)
The following is a DFT calculation (ωB97M-V/def2-TZVPD) of 2 unconnected molecules or ions with the total composition C7H16N.

Computed properties:
HOMO ... -0.4911 hartree

```
! RIJCOSX wB97M-V def2-TZVPD def2/J DEFGRID3
* xyz 1 1
C -0.725 2.988 -1.216
C -1.163 1.702 -0.590
C -1.296 1.588 0.738
C -1.561 0.565 -1.492
H -0.183 2.843 -2.153
H -0.090 3.557 -0.542
H -1.599 3.596 -1.457
H -1.979 0.853 1.156
H -1.046 2.443 1.355
H -1.786 -0.354 -0.949
H -0.796 0.368 -2.251
H -2.462 0.814 -2.056
C 1.215 -2.990 0.019
C 1.199 -1.741 0.832
C 1.374 -1.575 2.122
N 0.913 -0.515 0.023
H 1.281 -3.867 0.655
H 0.315 -3.054 -0.596
H 2.078 -2.993 -0.650
H 1.367 -0.592 2.575
H 1.504 -2.423 2.775
H 0.809 -0.718 -0.971
H 1.600 0.226 0.164
H 0.006 -0.081 0.295
*
```

(4)
The following is a DFT calculation (ωB97M-V/def2-TZVPD) of a gas-phase ion, C7H16N (charge +1).

Computed properties:
HOMO ... -0.5038 hartree
SMILES ... C=CCCC[C@@H](C)[NH3+]

```
! RIJCOSX wB97M-V def2-TZVPD def2/J DEFGRID3
* xyz 1 1
C -0.186 2.526 -0.873
C 0.029 2.335 0.419
C 1.143 1.596 1.097
C 1.550 0.292 0.403
C 0.532 -0.826 0.707
C -0.193 -1.373 -0.503
C -0.739 -2.770 -0.269
N -1.402 -0.486 -0.793
H -0.974 3.186 -1.213
H 0.557 2.256 -1.624
H -0.609 2.891 1.105
H 0.920 1.441 2.157
H 1.969 2.309 1.204
H 2.568 -0.024 0.627
H 1.471 0.511 -0.660
H -0.288 -0.449 1.336
H 0.963 -1.608 1.334
H 0.337 -1.397 -1.450
H -1.581 -3.158 -0.850
H -1.052 -2.978 0.767
H 0.088 -3.472 -0.353
H -1.818 -0.670 -1.707
H -1.171 0.526 -0.779
H -2.114 -0.658 -0.081
*
```

(5)
The following is a DFT calculation (ωB97M-V/def2-TZVPD) of a gas-phase ion, C7H16N (charge +1).

Computed properties:
HOMO ... -0.4373 hartree
SMILES ... C/C=C(\C)CCC[NH3+]

```
! RIJCOSX wB97M-V def2-TZVPD def2/J DEFGRID3
* xyz 1 1
C -1.154 -0.753 2.826
C -0.522 -0.280 1.551
C 0.238 -1.037 0.768
C 0.541 -2.462 1.089
C 0.754 -0.540 -0.574
C -0.281 0.298 -1.356
C -0.136 1.811 -1.288
N 0.435 2.413 -2.517
H -1.615 -1.727 2.765
H -0.456 -0.688 3.662
H -2.009 -0.131 3.113
H -0.783 0.734 1.257
H 0.570 -2.666 2.134
H 1.459 -2.776 0.601
H -0.185 -3.116 0.596
H 1.629 0.089 -0.385
H 0.995 -1.373 -1.212
H -0.357 -0.027 -2.405
H -1.281 0.006 -1.045
H -1.068 2.301 -0.988
H 0.433 2.094 -0.399
H 0.232 3.390 -2.579
H 0.103 1.971 -3.373
H 1.458 2.354 -2.520
*
```

(6)
The following is a DFT calculation (ωB97M-V/def2-TZVPD) of a gas-phase ion, C7H16N (charge +2).

Computed properties:
HOMO (alpha / beta) ... -0.6699 / -0.7501 hartree

```
! RIJCOSX wB97M-V def2-TZVPD def2/J DEFGRID3
* xyz 2 2
C 0.599 -2.322 -1.217
C 0.592 -1.235 -0.149
C -0.144 0.065 -0.605
C -1.612 1.154 1.121
C -0.336 1.018 0.532
C 0.837 1.730 1.042
C -1.904 2.058 2.221
N 1.453 -2.006 -2.435
H 0.983 -3.247 -0.799
H -0.405 -2.543 -1.568
H 1.614 -0.948 0.120
H 0.095 -1.657 0.717
H -1.098 -0.186 -1.069
H 0.414 0.592 -1.387
H -2.458 0.566 0.765
H 1.714 1.572 0.419
H 1.033 1.388 2.067
H 0.620 2.805 1.097
H -2.575 2.848 1.849
H -2.525 1.531 2.960
H -1.027 2.423 2.746
H 1.767 -1.032 -2.439
H 0.925 -2.126 -3.307
H 2.282 -2.611 -2.474
*
```

- Number 4 is which compound?
  C7H16N